[1]
# C21H26MnN7OS

A structure of composition C21H26MnN7OS (ωB97M-V/def2-TZVPD, OMol25).

```
57
Properties=species:S:1:pos:R:3:forces:R:3:lowdin_charge:R:1
Mn -0.340142 -0.828780 0.891680 -0.064 0.040 0.080 0.407
N -3.096586 2.257425 1.987036 0.041 0.045 -0.036 0.099
C -2.045139 1.477747 1.693062 0.229 -0.100 -0.139 -0.790
S -2.063999 -0.167763 2.297471 -0.115 0.115 -0.099 0.704
N -1.073831 2.015455 0.981715 -0.218 -0.040 0.160 0.041
N -0.085580 1.125575 0.710619 0.165 0.038 -0.073 -0.065
C 1.019469 1.555167 0.190232 -0.055 -0.159 0.045 -0.161
C 1.313229 2.969403 -0.124706 0.021 0.018 -0.034 -0.193
C 1.314036 3.938886 0.874209 0.000 -0.029 -0.001 -0.027
C 1.607334 5.255800 0.560865 0.000 0.002 0.006 -0.064
C 1.888749 5.616278 -0.750187 -0.009 -0.004 0.004 -0.071
C 1.880878 4.655576 -1.750608 0.008 -0.004 -0.004 -0.067
C 1.600360 3.334002 -1.437643 -0.006 0.006 0.006 -0.042
C 2.000209 0.482924 -0.077699 -0.069 0.012 0.087 -0.182
C 3.296466 0.713929 -0.521456 -0.050 0.027 -0.001 0.022
C 4.137750 -0.365047 -0.730306 0.013 -0.037 0.000 -0.022
C 3.673619 -1.651995 -0.493717 -0.002 0.023 -0.016 -0.027
C 2.379336 -1.808710 -0.036962 0.023 0.038 0.000 -0.098
N 1.563308 -0.773212 0.172228 -0.039 0.105 -0.051 0.021
H -3.806797 1.924052 2.612163 -0.001 0.003 0.010 0.090
H -3.064404 3.232823 1.740489 0.002 0.002 0.007 0.112
H 1.081788 3.658243 1.892877 -0.004 -0.002 0.003 0.117
H 1.613113 6.004132 1.342083 0.000 0.003 -0.004 0.109
H 2.111968 6.646884 -0.991800 0.002 -0.001 0.000 0.109
H 2.093041 4.933783 -2.774291 -0.002 0.001 0.001 0.109
H 1.590719 2.583631 -2.220351 -0.002 0.003 0.000 0.118
H 3.627466 1.727882 -0.693184 0.012 -0.007 0.007 0.124
H 5.151151 -0.202999 -1.072437 -0.004 -0.002 -0.007 0.121
H 4.298690 -2.518463 -0.653368 0.009 0.008 0.002 0.116
H 1.962507 -2.784876 0.176075 0.013 -0.005 0.004 0.114
C 0.840962 -1.929856 3.151010 -0.064 0.023 -0.179 -0.064
C -0.223974 -2.927175 2.754043 0.033 -0.130 0.097 -0.250
O -0.381071 -2.878658 1.321883 0.100 0.016 0.096 -0.294
C -1.240526 -3.919790 0.817641 -0.084 0.086 -0.156 -0.218
C -0.996747 -4.096621 -0.663036 -0.059 -0.009 0.101 -0.045
H 0.922823 -1.880535 4.235296 0.012 -0.051 0.028 0.104
H 0.569120 -0.902363 2.855447 0.052 0.008 0.039 0.038
H 1.810790 -2.183232 2.725882 0.003 -0.009 0.054 0.083
H -1.177008 -2.696347 3.238560 -0.023 0.000 -0.081 0.108
H 0.060872 -3.946006 3.024686 0.050 0.015 0.046 0.131
H -2.281621 -3.659711 1.031441 0.018 0.025 0.022 0.132
H -0.998657 -4.835516 1.359285 0.025 -0.005 0.029 0.126
H -1.330246 -3.229911 -1.227193 0.024 0.042 -0.048 0.054
H -1.550958 -4.962970 -1.023843 0.011 -0.005 0.016 0.092
H 0.063091 -4.262971 -0.854255 0.008 -0.032 -0.039 0.082
N -4.612183 -0.609220 -2.367715 -0.011 0.020 0.001 0.151
C -3.259191 -0.577721 -2.276149 -0.002 -0.007 -0.056 -0.351
C -2.613214 -0.681028 -1.028665 0.050 0.009 0.075 -0.058
N -1.291841 -0.679492 -0.940693 -0.033 -0.074 -0.013 -0.007
C -0.588596 -0.579450 -2.082076 0.029 0.000 0.011 -0.105
C -1.239845 -0.486867 -3.294832 -0.008 -0.009 0.011 -0.094
N -2.562557 -0.485231 -3.406058 -0.009 0.003 0.033 0.142
H -5.179207 -0.460956 -1.552636 0.009 -0.004 0.003 0.106
H -5.014913 -0.387443 -3.262575 -0.001 -0.007 0.001 0.111
H -3.169704 -0.755929 -0.103293 -0.004 -0.006 -0.006 0.083
H 0.487925 -0.580575 -2.011973 -0.027 -0.002 -0.039 0.102
H -0.672225 -0.412174 -4.214281 0.002 0.005 -0.001 0.117
```
Positions in Å, forces in eV/Å.

Net charge ... +1
Multiplicity ... 2

***

[2]
# C21H26N2O2S

An isolated molecule of C21H26N2O2S (ωB97M-V/def2-TZVPD, OMol25).

```
52
Properties=species:S:1:pos:R:3:forces:R:3:lowdin_charge:R:1
C 4.164919 2.259484 -2.127822 0.086 0.206 -0.131 -0.084
O 3.670582 1.192401 -1.358899 0.085 -0.433 0.335 -0.108
C 4.480065 0.649304 -0.391719 -0.099 0.071 -0.039 -0.201
C 5.734528 1.141660 -0.075573 -0.091 0.147 -0.155 -0.029
C 6.519016 0.523902 0.887926 0.031 -0.094 0.090 -0.097
C 6.045152 -0.591289 1.545065 0.180 0.069 0.030 -0.098
C 4.784140 -1.082164 1.249474 -0.166 0.067 -0.074 -0.025
C 3.976758 -0.483695 0.287805 0.136 0.120 0.010 -0.159
N 2.733113 -1.005953 -0.075043 -0.003 -0.120 -0.166 -0.097
C 1.565272 -0.156321 0.031007 -0.260 0.206 -0.208 -0.130
C 0.492545 -0.661442 -0.936782 0.051 0.495 0.145 -0.119
N 0.180975 -2.034564 -0.629517 0.194 -0.017 -0.059 -0.048
C -1.004398 -2.543021 -0.217422 0.088 -0.080 -0.034 -0.484
O -1.165653 -3.737212 -0.028358 -0.178 -0.189 0.005 0.048
C -2.114029 -1.584818 -0.010910 -0.589 0.027 0.030 -0.435
C -2.182583 -0.483512 0.791574 0.042 -0.360 -0.279 -0.076
C -3.468279 0.109907 0.839983 -0.118 -0.067 -0.043 -0.275
C -4.370838 -0.563264 0.068253 0.301 -0.431 -0.126 -0.473
S -3.655881 -1.936063 -0.710413 0.236 0.485 0.468 1.136
C -5.808788 -0.240218 -0.147983 -0.122 0.155 -0.128 -0.204
C -6.000045 1.108579 -0.856567 0.102 -0.012 0.017 -0.191
C -5.084876 2.214668 -0.319846 -0.198 0.078 0.052 -0.202
C -4.936662 2.180423 1.203266 0.154 0.120 -0.113 -0.193
C -3.734676 1.341747 1.656675 -0.161 -0.024 0.125 -0.140
C 1.345069 -2.888452 -0.702157 0.165 -0.384 0.293 -0.109
C 2.422007 -2.378316 0.260502 -0.085 -0.149 -0.265 -0.148
H 4.354051 3.148087 -1.515769 0.011 -0.052 -0.028 0.096
H 5.080870 1.983732 -2.660005 -0.027 0.012 0.034 0.097
H 3.382972 2.484573 -2.852171 0.089 0.027 0.028 0.094
H 6.126283 2.005790 -0.588368 -0.013 0.076 -0.078 0.101
H 7.497322 0.920902 1.111453 0.083 0.033 0.020 0.101
H 6.646310 -1.080558 2.296371 0.051 -0.041 0.063 0.100
H 4.420584 -1.943350 1.787565 -0.085 -0.087 0.020 0.104
H 1.835464 0.866434 -0.220852 -0.063 -0.067 0.059 0.119
H 1.164718 -0.178506 1.059864 0.004 0.022 -0.039 0.129
H -0.404002 -0.045676 -0.883517 0.119 -0.072 -0.046 0.115
H 0.898346 -0.617462 -1.954494 -0.028 0.058 0.053 0.135
H -1.347424 -0.110208 1.359410 0.211 0.060 0.077 0.119
H -6.314437 -0.220813 0.820842 -0.038 -0.077 -0.059 0.116
H -6.272213 -1.028440 -0.742985 -0.110 -0.006 0.092 0.103
H -7.043305 1.408855 -0.738863 -0.037 0.010 -0.056 0.110
H -5.810341 0.985214 -1.924538 -0.077 -0.006 -0.037 0.111
H -4.095608 2.123472 -0.772171 0.015 0.062 -0.053 0.115
H -5.495514 3.177224 -0.631259 0.067 0.006 -0.046 0.106
H -5.856139 1.802160 1.649776 -0.064 0.033 0.076 0.107
H -4.795388 3.195687 1.580205 -0.079 -0.047 0.053 0.107
H -3.866849 1.052815 2.704573 0.093 0.083 0.019 0.121
H -2.834752 1.961903 1.609423 -0.022 0.005 0.055 0.117
H 1.037431 -3.901647 -0.439222 0.076 0.124 -0.072 0.123
H 1.736143 -2.875698 -1.725112 0.010 -0.017 0.057 0.134
H 3.317982 -2.989041 0.143063 -0.031 0.007 0.048 0.127
H 2.050069 -2.477224 1.294283 0.065 -0.037 -0.022 0.135
```
Positions in Å, forces in eV/Å.

Net charge ... 0
SMILES string ... COc1ccccc1N1CCN(C(=O)c2cc3c(s2)CCCCC3)CC1
Multiplicity ... 1

***

[3]
# C21H26N2O3S

An isolated molecule of C21H26N2O3S at a distorted geometry (ωB97M-V/def2-TZVPD, OMol25).

```
53
Properties=species:S:1:pos:R:3:forces:R:3:lowdin_charge:R:1
C -1.926991 5.677397 0.871258 0.184 -0.411 0.084 -0.063
C -1.726449 4.196489 1.152257 -0.378 0.137 -0.044 -0.260
O -0.338311 3.971254 1.279451 0.270 -0.068 0.051 -0.033
C 0.098111 2.713749 1.554711 0.114 0.062 -0.033 -0.192
C -0.709347 1.600450 1.705958 -0.059 0.306 -0.082 -0.013
C -0.154605 0.356970 1.980550 0.217 -0.083 0.091 -0.064
C 1.212929 0.206650 2.109960 -0.209 -0.102 0.174 -0.252
C 1.819219 -1.152858 2.314914 0.056 -0.016 -0.290 -0.123
C 2.257516 -1.748396 0.963163 0.055 -0.186 0.256 -0.164
N 1.180444 -1.724954 0.004604 0.052 0.191 -0.057 0.072
C 0.373451 -2.795853 -0.208222 0.280 0.184 -0.058 -0.421
O 0.657054 -3.915266 0.190697 -0.001 -0.199 0.111 0.052
C -0.839977 -2.474233 -0.975476 -0.322 0.421 0.041 -0.124
C -1.463181 -1.235227 -1.090301 0.320 -0.288 0.081 -0.008
C -2.612510 -1.450098 -1.852474 -0.396 -0.355 -0.381 -0.484
S -3.968595 -0.596993 -2.505402 0.186 -0.385 0.031 1.005
C -4.559918 -2.072840 -3.208739 0.103 0.200 0.116 -0.409
C -3.784962 -3.160142 -2.967506 -0.249 -0.145 -0.207 -0.108
C -2.660783 -2.810223 -2.185281 0.001 1.005 0.295 -0.274
N -1.589045 -3.425728 -1.629026 -0.006 0.143 0.223 0.000
C -1.247687 -4.811456 -1.838176 0.290 -0.594 -0.243 -0.173
C -0.528049 -5.003813 -3.171347 -0.143 0.021 0.212 -0.058
C 2.031467 1.324949 1.960222 0.035 0.200 -0.008 0.026
C 1.499977 2.572979 1.690308 -0.125 0.211 -0.075 -0.181
O 2.206627 3.728727 1.551356 -0.430 -0.153 0.003 -0.031
C 3.616633 3.694419 1.556621 0.483 -0.058 -0.126 -0.243
C 4.200997 3.178038 0.243753 -0.298 0.091 0.300 -0.060
H -1.519959 6.266441 1.688249 0.003 0.091 0.071 0.078
H -1.409775 5.952895 -0.043466 0.014 0.061 -0.099 0.078
H -2.986037 5.894334 0.764176 -0.103 0.043 -0.014 0.075
H -2.135350 3.595671 0.326849 0.055 0.000 0.133 0.126
H -2.243255 3.913117 2.080397 0.068 -0.043 -0.120 0.127
H -1.780251 1.683254 1.609499 -0.101 0.078 -0.009 0.107
H -0.804950 -0.498297 2.091452 -0.059 -0.106 0.015 0.117
H 2.689341 -1.095761 2.970233 0.000 -0.034 0.077 0.116
H 1.084786 -1.820369 2.767357 0.032 -0.027 0.044 0.119
H 3.096815 -1.176976 0.556169 -0.009 -0.077 0.052 0.120
H 2.554189 -2.791288 1.089973 0.074 0.145 -0.053 0.119
H 0.842139 -0.811820 -0.253542 -0.046 -0.108 -0.102 0.120
H -1.153285 -0.306381 -0.653201 0.146 0.129 0.151 0.093
H -5.471673 -2.032495 -3.771366 -0.185 -0.076 -0.128 0.058
H -4.009522 -4.146951 -3.329492 -0.088 -0.161 -0.097 0.106
H -2.173948 -5.392874 -1.822906 0.057 0.064 0.068 0.125
H -0.606473 -5.131515 -1.015685 -0.252 0.032 -0.121 0.106
H 0.408810 -4.451713 -3.172669 0.092 0.038 -0.022 0.078
H -0.310522 -6.056897 -3.325770 0.048 -0.119 -0.060 0.073
H -1.143820 -4.647212 -3.994874 -0.015 0.013 -0.101 0.071
H 3.096915 1.195175 2.070098 0.153 0.055 -0.013 0.114
H 3.909856 4.737715 1.703953 -0.004 -0.171 0.055 0.125
H 3.990786 3.110003 2.407142 -0.063 0.100 -0.035 0.117
H 5.285771 3.231926 0.277998 0.126 -0.014 -0.016 0.077
H 3.841867 3.787946 -0.581183 0.000 0.048 -0.088 0.080
H 3.903532 2.148079 0.062776 0.029 -0.091 -0.053 0.063
```
Positions in Å, forces in eV/Å.

Net charge ... 0
SMILES string ... CCOc1ccc(CCNC(=O)c2cc3sccc3n2CC)cc1OCC
Multiplicity ... 1

***

[4]
# C21H26N2O4S

An isolated molecule of C21H26N2O4S (ωB97M-V/def2-TZVPD, OMol25).

```
54
Properties=species:S:1:pos:R:3:forces:R:3:lowdin_charge:R:1
C -3.942516 5.346159 2.430328 -0.050 -0.367 0.209 -0.062
C -4.367617 4.412782 3.559565 -0.025 0.480 -0.030 -0.240
O -4.238705 3.045158 3.213869 0.048 -0.280 -0.083 -0.041
C -3.026053 2.447456 3.223949 0.165 -0.242 -0.035 -0.258
C -1.828661 3.044534 3.618718 -0.220 0.151 0.018 -0.003
C -0.654513 2.311252 3.599117 0.064 0.014 0.035 -0.054
C -0.666487 0.992892 3.193803 0.765 -0.350 0.011 -0.281
S 0.874728 0.095046 3.087463 0.073 0.005 -0.084 0.668
O 0.616853 -1.309805 3.212089 -0.304 0.077 -0.192 -0.283
O 1.833786 0.705909 3.959341 -0.147 0.313 -0.129 -0.281
N 1.403827 0.348086 1.526393 -0.087 -0.290 0.908 -0.229
C 1.787811 1.699474 1.195945 0.404 0.571 0.034 -0.207
C 2.660222 1.681606 -0.057210 -0.271 -0.054 0.035 -0.160
C 1.921151 0.997008 -1.203405 0.177 -0.150 0.048 -0.152
C 1.482953 -0.405159 -0.779150 -0.301 0.373 -0.098 -0.212
C 0.635285 -1.070169 -1.859656 0.381 0.027 0.466 -0.479
O -0.039815 -0.446065 -2.650987 -0.177 0.294 -0.276 0.071
N 0.665850 -2.418431 -1.818033 -0.056 -0.490 0.074 0.080
C -0.047530 -3.250580 -2.767121 -0.091 0.055 -0.068 -0.125
C 0.906685 -3.950186 -3.700109 -0.061 -0.080 0.032 -0.216
C 1.010234 -5.333410 -3.722848 -0.077 0.115 0.013 -0.049
C 1.908656 -5.954574 -4.574066 0.079 -0.100 -0.068 -0.088
C 2.716654 -5.196567 -5.403230 0.030 -0.117 -0.027 -0.094
C 2.621842 -3.814446 -5.382207 0.017 0.098 -0.020 -0.081
C 1.721227 -3.194858 -4.535942 -0.011 -0.035 -0.007 -0.036
C 0.634589 -0.300018 0.495465 -0.218 -0.525 -0.255 -0.164
C -1.846517 0.384976 2.801243 -0.171 -0.047 -0.030 -0.053
C -3.019957 1.106742 2.817255 -0.023 0.172 0.020 0.018
H -4.524503 5.132325 1.537569 -0.045 0.014 -0.082 0.081
H -2.889535 5.218677 2.191835 0.084 0.048 -0.041 0.067
H -4.115045 6.377449 2.725125 -0.001 0.129 0.015 0.078
H -3.815744 4.631940 4.481177 -0.086 -0.071 -0.044 0.117
H -5.435145 4.537997 3.760161 0.180 -0.001 0.058 0.124
H -1.796219 4.070425 3.948534 -0.032 0.091 0.013 0.108
H 0.279016 2.749417 3.914961 0.069 0.129 0.063 0.117
H 2.336808 2.089042 2.053676 -0.014 0.154 -0.134 0.118
H 0.897416 2.326161 1.021309 0.043 -0.010 0.015 0.131
H 2.923208 2.703645 -0.332360 0.037 0.004 0.032 0.115
H 3.578203 1.134902 0.163071 0.091 0.046 0.044 0.120
H 1.034286 1.569546 -1.481523 -0.003 -0.011 -0.058 0.123
H 2.564137 0.931702 -2.082789 -0.061 0.042 -0.052 0.123
H 2.364577 -1.014473 -0.560558 -0.036 -0.049 0.016 0.154
H 1.275546 -2.884284 -1.165011 0.037 0.149 -0.025 0.151
H -0.659341 -3.978288 -2.225293 0.004 0.068 -0.110 0.123
H -0.700999 -2.575522 -3.327640 0.012 -0.152 0.125 0.129
H 0.381332 -5.928920 -3.076106 -0.071 -0.049 0.077 0.107
H 1.978693 -7.032315 -4.587649 0.014 -0.086 -0.001 0.101
H 3.418174 -5.681218 -6.065965 0.056 -0.040 -0.050 0.100
H 3.249164 -3.219748 -6.029747 0.048 0.050 -0.056 0.102
H 1.638225 -2.117873 -4.518542 -0.002 0.145 -0.008 0.115
H 0.364815 -1.286716 0.874756 -0.077 0.021 -0.199 0.121
H -0.285322 0.263275 0.268286 0.034 -0.035 -0.027 0.144
H -1.829032 -0.652380 2.507963 -0.095 -0.137 -0.046 0.117
H -3.956700 0.660425 2.524183 -0.099 -0.068 -0.029 0.123
```
Positions in Å, forces in eV/Å.

Net charge ... 0
SMILES string ... CCOc1ccc(S(=O)(=O)N2CCC[C@H](C(=O)NCc3ccccc3)C2)cc1
Multiplicity ... 1

***

Calculated energy above the lowest of the compared OMol25 structures with the same formula, charge and spin in order - 0.00, 37.98, 47.28, 6.17 kcal per mole